--- P ---
Below is a 2-piece molecular cluster, C10H16 overall, with properties calculated with the ωB97M-V functional and the def2-TZVPD basis.

Last columns: bonded neighbours and bond lengths (Å).
CARTESIAN COORDINATES (ANGSTROEM)
1 C 1.35 -2.02 1.48  C2 1.484, H8 1.130, H9 1.095, H10 1.134
2 C 1.70 -0.89 0.58  C1 1.484, C3 1.395, C7 1.388
3 C 1.64 0.35 1.20  C2 1.395, C4 1.354, H11 1.070
4 C 1.68 1.46 0.41  C3 1.354, C5 1.422, H12 1.149
5 C 1.87 1.36 -0.99  C4 1.422, C6 1.329, H13 1.024
6 C 2.03 0.15 -1.51  C5 1.329, C7 1.393, H14 1.087
7 C 1.93 -1.04 -0.78  C2 1.388, C6 1.393, H15 1.079
8 H 2.14 -2.34 2.22  C1 1.130
9 H 0.93 -2.85 0.90  C1 1.095
10 H 0.51 -1.62 2.12  C1 1.134
11 H 1.58 0.43 2.26  C3 1.070
12 H 1.90 2.51 0.83  C4 1.149
13 H 1.88 2.04 -1.75  C5 1.024
14 H 2.45 -0.07 -2.48  C6 1.087
15 H 2.17 -1.98 -1.25  C7 1.079
16 C -1.82 -0.31 -1.21  C17 1.553, H19 1.088, H20 1.070, H21 1.129
17 C -2.85 0.05 -0.11  C16 1.553, C18 1.656, H22 1.068, H23 1.246
18 C -2.49 1.51 0.58  C17 1.656, H24 0.989, H25 1.166, H26 1.078
19 H -2.25 -1.20 -1.67  C16 1.088
20 H -0.84 -0.58 -0.85  C16 1.070
21 H -1.45 0.41 -2.00  C16 1.129
22 H -3.84 0.09 -0.52  C17 1.068
23 H -2.67 -0.80 0.79  C17 1.246
24 H -1.53 1.64 0.75  C18 0.989
25 H -2.74 2.24 -0.30  C18 1.166
26 H -3.28 1.48 1.32  C18 1.078

Spin multiplicity: 1
Structure (SMILES): Cc1ccccc1.CCC
Highest occupied orbital energy, eV: -9.045
Orbital gap, Eh: 0.370

***

--- Q ---
Below is a 2-piece molecular cluster, C10H16 overall, with properties calculated with the ωB97M-V functional and the def2-TZVPD basis.

Last columns: bonded neighbours and bond lengths (Å).
CARTESIAN COORDINATES (ANGSTROEM)
1 C 0.49 -2.15 -1.07  C2 1.567, H9 1.122, H10 1.127, H11 0.997
2 C 0.81 -1.23 0.16  C1 1.567, C3 1.465, H12 1.081, H13 1.156
3 C -0.38 -0.94 0.97  C2 1.465, C4 1.437, C8 1.344
4 C -0.16 -0.83 2.38  C3 1.437, C5 1.413, H14 1.063
5 C -1.08 -0.25 3.28  C4 1.413, C6 1.434, H15 0.991
6 C -2.33 0.08 2.67  C5 1.434, C7 1.433, H16 1.068
7 C -2.67 -0.23 1.31  C6 1.433, C8 1.410, H17 1.056
8 C -1.62 -0.71 0.50  C3 1.344, C7 1.410, H18 1.051
9 H 0.22 -1.53 -1.97  C1 1.122
10 H -0.48 -2.68 -0.86  C1 1.127
11 H 1.31 -2.71 -1.15  C1 0.997
12 H 1.54 -1.79 0.73  C2 1.081
13 H 1.35 -0.26 -0.15  C2 1.156
14 H 0.79 -1.16 2.73  C4 1.063
15 H -0.99 -0.11 4.26  C5 0.991
16 H -3.06 0.60 3.25  C6 1.068
17 H -3.65 0.05 1.02  C7 1.056
18 H -1.69 -0.90 -0.53  C8 1.051
19 C 1.72 2.19 -2.92  C20 1.592, H21 1.037, H22 1.111, H23 1.117
20 C 1.20 1.99 -1.43  C19 1.592, H24 1.102, H25 1.064, H26 1.065
21 H 2.43 2.94 -3.04  C19 1.037
22 H 2.19 1.32 -3.43  C19 1.111
23 H 0.79 2.48 -3.47  C19 1.117
24 H 0.85 2.92 -0.95  C20 1.102
25 H 2.00 1.62 -0.83  C20 1.064
26 H 0.40 1.29 -1.46  C20 1.065

Spin multiplicity: 1
Structure (SMILES): CCc1ccccc1.CC
Highest occupied orbital energy, eV: -8.738
Orbital gap, Eh: 0.357

***

We find Q to be the most stable, with the next structure 18.1 kcal/mol higher.

***

--- P ---
Below is a 2-piece molecular cluster, C10H16 overall, with properties calculated with the ωB97M-V functional and the def2-TZVPD basis.

Last columns: bonded neighbours and bond lengths (Å).
CARTESIAN COORDINATES (ANGSTROEM)
1 C 1.45 -2.53 2.73  C2 1.473, H9 1.092, H10 1.172, H11 1.048
2 C 1.21 -1.19 2.18  C1 1.473, C3 1.545, H12 1.124, H13 1.150
3 C 0.95 -1.15 0.65  C2 1.545, C4 1.396, C8 1.421
4 C 1.61 -2.06 -0.18  C3 1.396, C5 1.440, H14 1.092
5 C 1.54 -1.66 -1.56  C4 1.440, C6 1.402, H15 1.128
6 C 1.10 -0.48 -2.18  C5 1.402, C7 1.373, H16 1.142
7 C 0.49 0.40 -1.33  C6 1.373, C8 1.454, H17 1.118
8 C 0.33 -0.02 0.05  C3 1.421, C7 1.454, H18 1.119
9 H 0.74 -3.26 2.34  C1 1.092
10 H 1.64 -2.69 3.88  C1 1.172
11 H 2.33 -2.97 2.37  C1 1.048
12 H 0.63 -0.52 2.88  C2 1.124
13 H 2.08 -0.45 2.26  C2 1.150
14 H 2.11 -2.90 0.31  C4 1.092
15 H 1.94 -2.48 -2.22  C5 1.128
16 H 1.26 -0.35 -3.30  C6 1.142
17 H 0.04 1.40 -1.57  C7 1.118
18 H -0.08 0.78 0.72  C8 1.119
19 C -2.23 3.00 -1.53  C20 1.513, H21 1.053, H22 1.101, H23 1.145
20 C -3.11 2.58 -0.38  C19 1.513, H24 1.132, H25 1.041, H26 1.029
21 H -1.50 2.29 -1.81  C19 1.053
22 H -2.83 2.86 -2.44  C19 1.101
23 H -1.80 4.06 -1.48  C19 1.145
24 H -3.68 1.67 -0.76  C20 1.132
25 H -3.58 3.46 -0.10  C20 1.041
26 H -2.65 2.20 0.46  C20 1.029

Spin multiplicity: 1
Structure (SMILES): CCc1ccccc1.CC
Highest occupied orbital energy, eV: -8.839
Orbital gap, Eh: 0.361

***

--- Q ---
Below is a 2-piece molecular cluster, C10H16 overall, with properties calculated with the ωB97M-V functional and the def2-TZVPD basis.

Last columns: bonded neighbours and bond lengths (Å).
CARTESIAN COORDINATES (ANGSTROEM)
1 C -0.24 3.43 0.48  C2 1.518, H8 1.086, H9 1.091, H10 1.088
2 C -0.27 1.98 0.93  C1 1.518, C3 1.400, C7 1.381
3 C 0.93 1.38 1.31  C2 1.400, C4 1.389, H11 1.085
4 C 1.01 0.02 1.58  C3 1.389, C5 1.389, H12 1.075
5 C -0.16 -0.75 1.56  C4 1.389, C6 1.377, H13 1.085
6 C -1.36 -0.15 1.28  C5 1.377, C7 1.401, H14 1.079
7 C -1.42 1.21 0.92  C2 1.381, C6 1.401, H15 1.080
8 H -0.43 3.49 -0.58  C1 1.086
9 H 0.79 3.79 0.58  C1 1.091
10 H -0.93 4.02 1.08  C1 1.088
11 H 1.78 2.03 1.45  C3 1.085
12 H 1.98 -0.43 1.68  C4 1.075
13 H -0.10 -1.77 1.93  C5 1.085
14 H -2.29 -0.70 1.22  C6 1.079
15 H -2.40 1.56 0.65  C7 1.080
16 C 0.91 -0.92 -2.53  C17 1.532, H19 1.087, H20 1.088, H21 1.073
17 C 0.30 -1.99 -1.61  C16 1.532, C18 1.554, H22 1.063, H23 1.094
18 C 0.08 -3.37 -2.28  C17 1.554, H24 1.083, H25 1.088, H26 1.091
19 H 1.92 -0.69 -2.20  C16 1.087
20 H 0.27 -0.05 -2.64  C16 1.088
21 H 1.01 -1.33 -3.52  C16 1.073
22 H 0.87 -2.14 -0.73  C17 1.063
23 H -0.68 -1.72 -1.20  C17 1.094
24 H -0.87 -3.37 -2.81  C18 1.083
25 H 0.89 -3.59 -2.98  C18 1.088
26 H 0.13 -4.14 -1.51  C18 1.091

Spin multiplicity: 1
Structure (SMILES): Cc1ccccc1.CCC
Highest occupied orbital energy, eV: -9.057
Orbital gap, Eh: 0.370

***

We find Q to be the most stable, with the next structure 46.0 kcal/mol higher.